Here is C18H48Cl6N3O11P2Y as an isolated structure from the Open Molecules 2025 dataset. Energies are from ωB97M-V with the def2-TZVPD basis set.

```
89
Properties=species:S:1:pos:R:3:mulliken_charge:R:1
H 2.0931 -1.5959 1.6944 0.4328
H -2.2009 -2.4046 3.1948 0.6857
C 3.4291 0.4167 3.0924 -1.4707
H -3.4347 2.8089 -2.0762 0.1811
H -0.5062 2.9937 1.1647 0.1554
H 4.8246 0.7150 -2.4145 -0.0444
H 4.0859 -0.1494 -4.7998 0.4021
O -1.0739 1.3633 -0.8548 -0.7173
H 8.0060 -0.3737 -3.8881 0.2683
Cl 3.9148 3.2496 -3.7175 -0.2083
H 2.8166 -2.7602 -2.5442 0.5102
O -3.6511 0.4922 4.7641 -0.2605
O 6.5237 -0.5537 -2.5148 -0.4379
H -3.4376 0.1830 2.3303 -0.1772
C 4.2686 -1.3147 -2.9205 0.4298
Cl -2.2117 2.0184 -5.2204 -0.2266
H -5.3973 1.0445 5.8085 0.3130
H -4.2608 -0.0135 6.7074 0.3229
H -1.1175 1.5957 1.9175 0.1100
O -0.5988 -5.4544 1.8947 -0.8340
Cl 4.1086 2.3771 -0.5642 -0.1833
C 1.0602 1.1504 3.3617 -0.6066
H -4.0161 0.6080 -1.2349 -0.0341
H 2.6914 -0.9687 -4.4002 0.4798
H 1.8701 2.8388 -0.7734 0.2948
H -3.6867 -2.0668 1.0344 0.2310
H -1.6815 -1.1792 2.1115 -0.8915
H 1.8843 -0.0585 0.9994 0.2664
H 1.5975 3.1265 -3.1958 0.3246
H 3.8149 0.4044 4.1187 0.4409
O -0.8188 -0.7457 0.6712 -0.2365
C 1.9708 -0.0193 3.0924 0.4044
H 5.1094 -0.2842 -1.1608 0.2982
C 3.7903 -1.1058 -4.3732 -1.4363
C 5.1942 -0.3146 -2.2581 -0.3361
H -4.3622 -1.4480 4.6611 0.3892
H 6.6043 0.7319 -4.1587 0.2693
H -1.0811 0.5471 -3.7770 -0.2200
H 2.1849 1.3916 -1.6264 -0.2854
C -4.3777 1.4561 -0.6364 0.5547
C 6.9230 -0.2678 -3.8540 -0.6392
C -2.1279 0.6580 -4.0449 1.0457
H -5.1422 -1.2178 1.5091 0.5075
H -3.4273 -0.5579 -5.2841 0.4365
H 4.8469 -2.2542 -2.9443 0.2808
H 4.0871 -0.3094 2.6013 0.3907
C -4.3407 0.8030 5.9759 -0.8073
Cl -1.1704 -0.9607 -5.9983 -0.2168
C -4.4063 2.5840 -1.6596 -0.4851
H -2.4895 -1.5247 -4.1859 0.1226
H -4.6561 -2.6042 2.4602 0.4178
H 6.5657 -1.0107 -4.5848 0.2468
H -5.1939 2.3738 -2.3788 0.4292
H -2.7353 0.9418 -3.2033 -0.7258
H -5.3042 -0.2797 3.7165 0.4354
C -4.2890 -0.5336 4.0502 -1.0771
Y -0.5046 -2.6386 -0.6243 0.9780
H 3.5359 -2.3762 -1.2144 0.4685
C -2.4545 -0.6197 -4.8011 -0.2758
H -3.8636 1.6822 6.4114 0.2309
O -2.1062 -3.7769 3.1300 -0.7484
H -0.8179 3.0563 2.9083 0.3646
N 1.6764 -0.6673 1.8129 0.7235
P -1.2874 -4.0969 1.8992 0.5590
O -1.9903 -3.7971 0.5173 -0.6712
O 0.9250 2.0185 2.3123 -0.3281
C -3.5183 -0.8073 2.7916 1.5139
H 3.6234 1.4192 2.7264 0.2851
N 3.1400 -1.9088 -2.0437 -0.1836
H 3.9515 -1.9805 -4.9933 0.3483
Cl -5.9435 1.1425 0.1174 -0.1950
H 0.6381 -0.7866 1.6176 -0.6504
O -1.8447 -1.0866 -1.4348 -0.7409
Cl -4.9376 4.1532 -0.9152 -0.2274
C 2.5767 2.3851 -1.4670 0.1981
H 2.4006 4.3875 -2.3278 0.4057
C -4.2727 -1.7551 1.8980 -1.6225
O 0.5658 -0.7087 -1.2402 0.0256
H 2.2088 -1.4244 -1.8505 0.2148
H -1.5725 -0.8049 3.7213 0.3329
P -0.8346 -0.0719 -0.7494 -0.1629
H -3.6069 1.5999 0.1167 -0.1452
H 1.3892 1.6221 4.3061 0.5093
C -0.4257 2.4331 2.0934 -0.5408
O 0.0191 -3.2088 1.6094 -0.7124
N -2.1468 -1.2969 3.0447 0.5331
H 1.8536 -0.8101 3.8285 0.4568
H 0.0628 0.8353 3.7301 0.0450
C 2.4928 3.3458 -2.6153 -0.5081
```

E_tot: -5188.97686 a.u.
Frontier orbital gap: 4.45 eV
Strongest force on any atom: 0.110 hartree/bohr
Multiplicity: 1
M: 846.164 u